[1]
Below is a cluster of 6 separate species, C7H24NO5 in total, with properties calculated with wB97M-V/def2-TZVPD.

Geometry as ORCA input:
```
! wB97M-V def2-TZVPD RIJCOSX def2/J DEFGRID3
* xyz 1 1
C -2.02014 1.02577 -0.89285
C -1.33600 -0.31296 -0.53246
C -0.51466 -0.28082 0.72689
C -0.22695 -1.63780 1.32365
C -0.07600 -2.76251 0.62489
C 0.08448 -0.64559 3.63000
C 0.22736 -1.62832 2.74702
N -0.39536 -0.53478 -1.73773
H -1.22365 1.67102 -1.23904
H -2.89698 0.86207 -1.49966
H -2.47054 1.42123 0.00643
H -2.05234 -1.10624 -0.70722
H 0.41455 0.24181 0.44121
H -0.81560 0.49186 1.43151
H 0.41257 -3.63784 1.03117
H -0.50244 -2.90368 -0.36265
H 0.55103 -0.69436 4.60053
H -0.60771 0.14898 3.38485
H 0.76689 -2.55740 2.91475
H 0.22852 0.25822 -1.94602
H -0.90762 -0.62458 -2.62050
H 0.23171 -1.34172 -1.67749
H 3.29409 1.44955 0.82110
H 2.45528 1.24376 2.02609
O 2.37760 1.44123 1.08809
H 2.76203 1.97789 -2.55195
H 1.30310 2.23117 -2.40619
O 1.92254 1.72898 -2.96001
H 3.21254 -0.99109 -2.22395
H 1.99440 -0.41684 -2.91277
O 2.27215 -1.15175 -2.35162
H 0.85915 2.65083 -0.14894
H -0.05602 3.76636 -0.70567
O 0.38385 2.94669 -0.94005
H -4.54022 0.12906 1.07771
H -3.43581 -0.72551 1.84712
O -3.70997 -0.33333 1.03254
*
```

- energy above the lowest of the compared OMol25 structures with the same formula, charge and spin (eV) = 1.5985
- frontier orbital gap (eV) = 9.305
- highest occupied orbital energy (eV) = -12.0

---

[2]
Below is a structure of composition C7H24O5Ti, with properties calculated with wB97M-V/def2-TZVPD.

Geometry as ORCA input:
```
! wB97M-V def2-TZVPD RIJCOSX def2/J DEFGRID3
* xyz 1 4
Ti 11.46338 18.93032 17.11400
C 10.93763 21.98628 16.26384
O 10.50275 20.64258 15.92511
H 11.28292 22.51393 15.37428
H 10.12744 22.54109 16.73509
H 11.76180 21.89697 16.96643
H 9.87174 20.73791 15.20745
C 11.65677 19.35928 20.44968
O 12.11310 19.86733 19.19011
H 10.82400 18.68773 20.25271
H 12.44525 18.80169 20.95625
H 11.31156 20.17064 21.09091
H 12.88879 20.41234 19.34421
C 10.00959 17.09903 14.95707
O 9.29866 17.78141 15.99253
H 10.98950 17.57114 14.85117
H 10.15478 16.04860 15.21702
H 9.49220 17.16061 14.00045
H 8.35673 17.75794 15.80314
C 12.35483 15.57565 20.03600
C 11.50098 15.92621 18.85069
O 12.19688 16.75076 17.88447
H 11.78994 14.93650 20.71869
H 12.67555 16.45640 20.59062
H 13.24114 15.01362 19.73403
H 10.62183 16.49210 19.14931
H 11.15143 15.00972 18.36678
H 12.88754 16.20888 17.49195
C 15.10641 20.20956 16.30825
C 14.01536 19.77680 15.36438
O 13.31382 18.60738 15.83089
H 14.70614 20.49141 17.28339
H 15.65066 21.05235 15.88358
H 15.81992 19.39762 16.47553
H 14.42802 19.57529 14.37190
H 13.25158 20.54350 15.25611
H 13.91406 17.85727 15.75643
*
```

- energy above the lowest of the compared OMol25 structures with the same formula, charge and spin (eV) = 0.0000
- frontier orbital gap (spin up / spin down) (eV) = 5.289 / 11.391
- highest occupied orbital energy (spin up / spin down) (eV) = -7.6 / -13.9

---

[3]
Below is a cluster of 6 separate species, C7H24O6 in total, with properties calculated with wB97M-V/def2-TZVPD.

Geometry as ORCA input:
```
! wB97M-V def2-TZVPD RIJCOSX def2/J DEFGRID3
* xyz 1 2
C 1.15808 -0.97350 0.04918
O 0.71011 -0.64135 -1.20416
C 0.21112 -0.20669 1.19153
C 0.61818 1.22626 1.34538
C 0.28673 2.17728 0.16463
C 1.13189 2.27640 -0.86778
C -1.11379 2.68079 0.27154
C -1.91197 2.67417 -1.06848
H 1.02696 -1.96744 -0.00925
H 2.09433 -0.39466 0.12196
H 0.45362 0.34561 -1.28323
H -0.88156 -0.36158 0.87877
H 0.36659 -0.71180 2.08249
H 0.11943 1.52390 2.29424
H 1.64235 1.49066 1.48062
H 1.22163 2.89301 -1.76935
H 2.12992 1.73966 -0.87895
H -1.57775 2.05138 0.94004
H -0.99826 3.70747 0.53266
H -2.91592 2.94866 -0.90882
H -1.79246 1.67575 -1.39846
H -1.57557 3.39614 -1.74800
H 2.78464 0.36124 -1.97271
H 3.49692 -0.09250 -3.17307
O 3.41384 0.75684 -2.59680
H -2.11812 -3.96561 0.24821
H -0.87913 -3.69008 -0.57831
O -1.18023 -4.03536 0.29215
H -3.78616 0.28523 0.88046
H -2.78290 0.92063 1.96741
O -3.67539 0.54925 1.71475
H -0.71441 -2.18356 -1.88308
H -1.64819 -2.44013 -2.91656
O -1.64715 -2.51145 -1.90732
H 1.77249 -2.53611 3.38250
H 2.55781 -2.14720 2.22778
O 2.34411 -1.86505 3.07221
*
```

- energy above the lowest of the compared OMol25 structures with the same formula, charge and spin (eV) = 1.6541
- frontier orbital gap (spin up / spin down) (eV) = 8.902 / 4.456
- highest occupied orbital energy (spin up / spin down) (eV) = -13.6 / -13.6

---

[4]
Below is a structure of composition C7H25BeN12O9, with properties calculated with wB97M-V/def2-TZVPD.

Geometry as ORCA input:
```
! wB97M-V def2-TZVPD RIJCOSX def2/J DEFGRID3
* xyz 1 1
Be -0.55117 -0.23553 -0.19439
O -2.17589 -4.15518 -5.43503
C -1.83464 -3.29451 -4.45057
O -1.83237 -2.06120 -4.52534
O -1.42320 -3.74096 -3.36281
H -2.37453 -3.51553 -6.12277
C -5.18037 4.27317 -0.08272
O -4.23756 3.53157 -0.08558
N -6.36391 3.92641 0.45159
N -5.23368 5.45033 -0.40604
H -7.17891 4.52173 0.48993
H -6.34937 3.03058 0.91784
H -6.10159 5.88946 -0.13403
H -4.52346 5.83941 -1.00961
C 2.92136 3.95473 2.92958
O 2.03155 3.23379 2.61771
N 4.04789 3.65448 3.51670
N 2.85997 5.22943 2.95228
H 4.56336 4.42234 3.92264
H 4.35463 2.71110 3.70649
H 1.93877 5.60402 2.77567
H 3.64358 5.81388 3.20619
C 0.80271 -4.14039 3.74969
O 0.45607 -3.01005 3.50788
N 1.34885 -4.62782 4.79374
N 0.94526 -4.99193 2.74093
H 1.41236 -5.61328 5.00577
H 1.55987 -3.97752 5.53715
H 1.29050 -5.93130 2.87689
H 0.79551 -4.70246 1.78496
C 5.76659 -1.14216 0.07580
O 4.62188 -1.06837 0.05567
N 6.55221 -0.26255 -0.33667
N 6.43881 -2.14989 0.51127
H 6.13503 0.49107 -0.86403
H 7.50539 -0.25687 -0.00272
H 7.38873 -2.23928 0.17996
H 5.97505 -2.92563 0.96212
C 2.76555 1.84835 -4.63701
O 2.17873 2.04406 -3.56759
N 2.40179 0.88423 -5.46227
N 3.70414 2.58414 -5.04680
H 3.07548 0.50497 -6.11219
H 1.65302 0.28994 -5.13629
H 3.95260 3.37593 -4.47110
H 4.02500 2.32899 -5.96985
C -6.25171 -2.37083 1.07124
O -5.23585 -1.70977 1.18255
N -6.99145 -2.46903 -0.00084
N -6.81660 -3.01106 2.01665
H -6.51611 -2.22443 -0.85776
H -7.90012 -2.88983 -0.13254
H -7.52952 -3.71493 1.88857
H -6.51026 -3.00585 2.97905
*
```

- energy above the lowest of the compared OMol25 structures with the same formula, charge and spin (eV) = 15.0205
- frontier orbital gap (eV) = 2.341
- highest occupied orbital energy (eV) = -11.3

---

[5]
Below is a cluster of 5 separate species, C7H25NO4 in total, with properties calculated with wB97M-V/def2-TZVPD.

Geometry as ORCA input:
```
! wB97M-V def2-TZVPD RIJCOSX def2/J DEFGRID3
* xyz 1 2
C -0.58921 -0.72207 -0.25407
C -1.45597 -0.57793 0.97008
C -0.66926 -1.26206 2.12653
C -2.85543 -1.19624 0.78874
C -1.10519 0.13309 -1.42824
N -0.75042 -0.13372 -2.78208
C -1.15447 -1.40479 -3.40810
C 0.76402 -0.01581 -2.91610
H -0.31819 -1.76401 -0.45994
H 0.45933 -0.41214 -0.08176
H -1.51157 0.51621 1.10215
H -0.01193 -0.53168 2.59062
H -1.25424 -1.74462 2.97747
H -0.40586 -2.22077 1.66096
H -2.72210 -2.29922 0.62347
H -3.40397 -0.72297 -0.01604
H -3.22460 -1.03072 1.81390
H -0.74398 1.17207 -1.32005
H -2.19155 0.28321 -1.37453
H -1.73264 -2.05777 -2.74992
H -1.66015 -1.05584 -4.32260
H -0.27884 -1.99392 -3.68511
H 1.05677 -0.47076 -1.95751
H 1.11574 0.98242 -2.57055
H 1.06814 -0.32505 -3.89242
H 4.05102 1.14007 -1.23558
H 3.34054 0.30772 -0.01142
O 3.25079 0.89429 -0.77163
H 1.94097 3.90172 -0.31659
H 2.67606 2.68202 0.31267
O 2.05929 3.39921 0.49845
H -1.35718 1.64795 3.46269
H -0.24126 2.53706 3.00948
O -0.39850 1.65532 3.37538
H 2.54612 0.79550 2.96866
H 2.52534 -0.26879 3.91957
O 3.18241 0.16303 3.35343
*
```

- frontier orbital gap (spin up / spin down) (eV) = 11.125 / 6.573
- highest occupied orbital energy (spin up / spin down) (eV) = -13.7 / -13.7

---

[6]
Below is a cluster of 7 separate species, C7H25O7 in total, with properties calculated with wB97M-V/def2-TZVPD.

Geometry as ORCA input:
```
! wB97M-V def2-TZVPD RIJCOSX def2/J DEFGRID3
* xyz -1 1
C 0.76054 -0.82585 -2.21188
O 0.91880 -2.16457 -1.77490
C 1.33436 0.04007 -1.14763
C 1.09012 1.62167 -1.30318
C -0.20225 2.21881 -0.89251
C -0.76747 1.91291 0.30063
C -2.16089 2.28180 0.68280
C -0.94804 3.18137 -1.77202
H 1.28544 -0.67972 -3.19040
H -0.31799 -0.73882 -2.45435
H 0.95448 -0.31591 -0.18078
H 2.43668 -0.08710 -1.10906
H 1.32860 1.84405 -2.36139
H 1.78972 1.96758 -0.52597
H -0.22044 1.18014 0.87289
H -2.19882 2.54954 1.73638
H -2.49899 3.22931 0.20997
H -2.86747 1.45207 0.63170
H -0.31096 3.40992 -2.64570
H -0.94035 4.16969 -1.26763
H -2.00038 2.87413 -1.99210
H 2.79440 -1.95182 1.13852
H 1.82099 -2.19516 2.06226
O 2.63425 -1.59126 2.03096
H -0.74109 -2.66226 0.77943
H 0.54634 -3.78396 1.42056
O 0.34915 -2.84065 1.51955
H -1.47028 -1.28365 0.50505
H 0.14004 -2.44879 -1.27988
O -1.61911 -2.19928 0.24739
H -3.39419 -0.86650 -1.36257
H -2.84610 -2.19000 -1.55445
O -3.37252 -1.54173 -2.06553
H 0.75743 -1.10473 2.17170
H -0.49579 -0.52674 2.87887
O 0.36338 -0.30360 2.51762
H 1.61819 1.24510 2.90470
H 1.12883 1.95039 1.66241
O 1.75630 2.06498 2.38658
*
```

- energy above the lowest of the compared OMol25 structures with the same formula, charge and spin (eV) = 0.6912
- frontier orbital gap (eV) = 8.979
- highest occupied orbital energy (eV) = -5.9